No. 1
The following is a DFT calculation (the ωB97M-V functional and the def2-TZVPD basis) of a cluster of 4 separate species, C3H13NO3 in total.

Properties
Charge ... +1
Spin multiplicity ... 2

```
20
Properties=species:S:1:pos:R:3:forces:R:3:mulliken_charge:R:1
C 1.885567 -1.362394 -0.721222 0.94 -0.89 0.53 -0.75
C 1.823753 -0.448584 0.313292 -1.05 2.09 -0.39 0.34
N 0.756708 0.249605 0.775753 2.57 -2.65 2.10 0.05
C 1.003511 1.024431 2.029494 -0.16 1.56 -1.57 -0.96
H 1.172796 -2.085249 -1.065944 -0.72 0.28 -0.19 0.37
H 2.918033 -1.518729 -1.009371 -0.12 -0.25 -0.41 0.29
H 2.787579 -0.057641 0.625180 -0.10 0.11 0.14 0.29
H -0.117062 -0.286142 0.906474 -0.75 -0.14 -1.16 0.23
H 1.939603 1.589674 2.033509 0.28 -0.64 -0.36 0.42
H 0.293015 1.835193 1.847737 -0.49 -0.18 1.50 0.36
H 0.971646 0.382268 2.909646 -0.64 0.26 -0.06 0.37
H -0.032788 1.038902 -2.187087 0.16 0.17 0.05 0.34
H 0.197177 1.678854 -0.794593 -0.06 0.05 -0.43 0.32
O -0.265103 1.798233 -1.636235 0.01 -0.01 0.12 -0.72
H -2.217240 -1.098140 1.501055 0.00 -0.28 0.61 0.33
H -2.135439 -1.225911 0.049220 0.66 -0.16 -0.11 0.39
O -1.650592 -1.526523 0.851505 -0.21 0.74 -0.25 -0.72
H -1.888097 0.865921 -1.419633 0.16 0.32 0.06 0.40
H -3.080377 0.004045 -1.886633 0.33 -0.04 0.32 0.29
O -2.315712 0.012095 -1.285896 -0.80 -0.35 -0.50 -0.65
```
Positions in Å, forces in eV/Å.



No. 2
The following is a DFT calculation (the ωB97M-V functional and the def2-TZVPD basis) of a cluster of 4 separate species, C3H13NO4 in total.

Properties
Charge ... 0

```
21
Properties=species:S:1:pos:R:3:forces:R:3:mulliken_charge:R:1
C 1.575158 1.469127 1.149849 -0.99 1.11 0.70 -1.43
C 1.193093 1.553636 -0.337138 -0.29 -0.05 0.54 0.47
N 2.171858 0.926239 -1.190822 1.08 -0.50 -0.69 -0.65
C -0.164651 0.847298 -0.601987 1.54 0.86 0.68 -0.22
O -0.366869 -0.284417 -0.268064 -0.39 0.20 -0.43 -0.38
H 2.621037 1.289794 1.371777 0.09 -0.66 -0.32 0.40
H 0.879992 0.825488 1.687803 0.52 -0.43 0.10 0.38
H 1.425548 2.442125 1.634754 -0.16 0.03 -0.24 0.32
H 0.951202 2.593484 -0.558739 0.68 0.14 -0.48 0.37
H 2.897361 0.434336 -0.684220 -0.48 -0.31 0.48 0.23
H 2.755323 1.486314 -1.791967 -0.66 0.77 -0.27 0.22
H -0.869441 1.551579 -1.082609 -0.59 -0.61 -0.16 0.23
O 1.239162 -1.792037 1.594580 0.48 -0.07 0.34 -0.63
H 0.552448 -2.442695 1.432801 -0.07 0.10 -0.14 0.31
H 1.262507 -1.197296 0.837902 -0.39 -0.22 -0.05 0.33
O -3.223308 0.426859 0.387416 0.13 0.08 -0.27 -0.63
H -2.633349 -0.247497 0.022684 -0.05 -0.21 0.27 0.36
H -3.139526 1.152641 -0.239135 -0.18 0.06 0.09 0.30
O -1.852179 -2.429972 -0.874109 -0.46 -0.34 -0.15 -0.63
H -1.936246 -1.770223 -1.570849 0.14 -0.13 0.07 0.31
H -0.954880 -2.333317 -0.550810 0.04 0.18 -0.06 0.32
```
Positions in Å, forces in eV/Å.



No. 3
The following is a DFT calculation (the ωB97M-V functional and the def2-TZVPD basis) of a cluster of 4 separate species, C3H13NO4 in total.

Properties
Charge ... +1
Spin multiplicity ... 2

```
21
Properties=species:S:1:pos:R:3:forces:R:3:mulliken_charge:R:1
C 0.566793 -1.779418 -0.466891 -0.16 -0.55 -0.27 -0.85
N -0.428810 -1.008677 0.207249 1.57 0.43 0.48 0.08
C -0.520082 -1.096628 1.667229 -0.85 -0.04 -1.02 -0.34
C -1.743368 -0.265253 2.065308 0.22 -0.23 -0.23 -0.08
O -1.723752 0.613330 2.866895 -0.17 -0.25 0.29 -0.40
H 1.548837 -1.287743 -0.338269 -0.06 0.17 -0.09 0.47
H 0.662390 -2.794139 -0.074086 -0.19 0.17 0.12 0.31
H 0.354750 -1.810266 -1.531821 0.03 0.04 -0.11 0.33
H -0.603516 -0.076792 -0.199512 -0.45 -0.11 0.15 0.30
H 0.431202 -0.739809 2.060778 0.11 0.03 0.27 0.36
H -0.668995 -2.155522 1.869430 0.09 -0.11 0.43 0.44
H -2.611744 -0.534672 1.430899 -0.27 0.18 0.35 0.36
H -1.389151 2.151837 1.132334 0.01 0.28 -0.23 0.33
H 0.013796 1.900135 1.621058 0.08 0.20 -0.05 0.33
O -0.508265 1.922214 0.808235 0.16 -0.37 0.02 -0.65
H 2.770951 0.752279 -2.173831 0.41 -0.22 -0.21 0.35
H 1.747283 -0.186930 -2.703734 0.12 -0.16 -0.42 0.28
O 2.688302 -0.160844 -2.495487 -0.57 0.48 0.60 -0.62
H -0.401099 1.751928 -2.569820 0.07 -0.06 0.06 0.29
H 0.081937 2.275705 -1.153220 -0.30 0.03 -0.37 0.31
O -0.267460 2.529265 -2.022744 0.16 0.07 0.22 -0.59
```
Positions in Å, forces in eV/Å.



No. 4
The following is a DFT calculation (the ωB97M-V functional and the def2-TZVPD basis) of a cluster of 4 separate species, C3H13NO5S in total.

Properties
Charge ... 0

```
23
Properties=species:S:1:pos:R:3:forces:R:3:mulliken_charge:R:1
O -0.377789 0.747652 0.633337 -0.07 0.67 1.18 -0.63
C 0.429417 0.010418 1.159439 2.30 -3.93 0.11 0.50
O 0.671858 -0.338475 2.474292 -3.21 2.22 -0.48 -0.53
N 1.161204 -0.885441 0.347300 -1.60 2.34 -1.43 -0.15
C 1.104443 -0.499588 -1.093484 2.43 0.00 2.51 -0.59
C 2.400333 0.165472 -1.530473 1.00 -1.91 -1.72 -0.67
S 2.915717 1.627281 -0.590913 0.66 -0.84 0.38 -0.24
H -0.197124 0.017922 2.959857 1.99 -0.39 -0.85 0.51
H 1.957628 -1.465571 0.551103 -0.14 0.31 1.02 0.25
H 0.916018 -1.393011 -1.567231 -0.06 -1.98 -1.77 0.44
H 0.294660 0.119469 -1.266596 -1.43 1.16 -0.21 0.25
H 3.264935 -0.594319 -1.562897 -0.95 1.06 1.13 0.34
H 2.357788 0.172113 -2.633164 -0.23 1.33 0.19 0.42
H 2.389614 2.662189 -1.212034 -0.56 0.14 -0.67 0.13
O -1.727136 0.971807 2.878393 1.15 0.87 2.55 -0.72
H -1.519299 1.344646 2.044543 0.39 0.55 -1.61 0.38
H -2.344103 0.304582 2.717995 -1.74 -1.63 -0.54 0.34
O -2.684323 -1.314683 0.312572 0.48 0.68 -0.18 -0.60
H -2.858484 -2.218831 0.507362 -0.75 -1.19 0.34 0.30
H -1.743243 -1.374774 0.122677 0.30 0.54 -0.12 0.30
O -2.074956 0.859676 -2.079271 -0.29 -1.52 2.35 -0.67
H -1.618045 1.044005 -1.147225 -1.88 -1.10 -2.74 0.35
H -2.719116 0.037460 -2.025580 2.20 2.62 0.54 0.33
```
Positions in Å, forces in eV/Å.



Ordered max |F| results: 0.083, 0.037, 0.033, 0.089; unit hartree/bohr.
Ordered ΔE to the lowest compared entry with this formula, charge and spin results: 26.8, 54.0, 10.8, 31.3; unit kcal per mole.